Computed, not measured: a single C4H6N2 molecule, with the ωB97M-V functional and the def2-TZVPD basis.

Structure (ORCA input):
```
! wB97M-V def2-TZVPD RIJCOSX def2/J DEFGRID3
* xyz 0 1
H -2.3327 0.9115 1.8917
C 1.4641 -0.4394 -1.3023
H 2.4370 0.0033 -1.0639
C -0.1526 -0.9263 0.3259
H 1.5980 -1.5355 -1.3348
H 0.0841 -1.9899 0.1970
H -0.8521 2.5515 0.9983
C -1.2192 1.6614 0.4658
C -1.5139 0.5700 1.2307
N 0.4628 -0.0071 -0.3221
N -1.1670 -0.6859 1.2236
H 1.1895 -0.1136 -2.3106
*
```

* LUMO energy: -0.0249 hartree

Computed, not measured: a molecular structure, C4H6N2 in a non-equilibrium geometry, with the ωB97M-V functional and the def2-TZVPD basis.

Structure (ORCA input):
```
! wB97M-V def2-TZVPD RIJCOSX def2/J DEFGRID3
* xyz 0 1
C -0.0039 -0.0331 -0.4983
N 0.0741 2.1705 -1.6498
C 0.1221 -0.0539 -1.8612
H 0.1203 -0.4955 1.5636
C 0.0539 -0.9719 0.6135
N 0.0640 1.1800 -2.4755
H 0.8747 -1.5781 0.5034
H 0.1706 -0.7567 -2.6266
H -0.9996 2.2560 -0.0392
C 0.0471 1.8659 -0.3065
H 0.9281 2.1189 0.3620
H -0.8763 -1.7628 0.5777
*
```

* LUMO energy: 0.0078 hartree

Computed, not measured: a single C4H6N2 molecule in a non-equilibrium geometry, with the ωB97M-V functional and the def2-TZVPD basis.

Structure (ORCA input):
```
! wB97M-V def2-TZVPD RIJCOSX def2/J DEFGRID3
* xyz 0 1
C -0.3088 0.6571 -0.2127
C -1.9728 -1.3697 -0.2384
H -1.5449 -2.1734 -0.8900
H -2.8627 -1.5188 0.3798
C 1.4823 0.3535 0.0411
N -1.3101 1.0002 0.8239
H -0.5171 2.7315 -0.1775
N -1.0231 1.7962 -0.4776
H 2.1500 1.0694 0.5408
H 1.2866 -0.4815 0.7540
H 1.7914 -0.1666 -0.8404
C -1.4336 -0.2080 0.0542
*
```

* LUMO energy: 0.0371 hartree

Computed, not measured: a molecular structure, C4H6N2 in a non-equilibrium geometry, with the ωB97M-V functional and the def2-TZVPD basis.

Structure (ORCA input):
```
! wB97M-V def2-TZVPD RIJCOSX def2/J DEFGRID3
* xyz 0 1
C 0.2850 0.2058 0.4848
H 0.3598 1.8670 1.6188
H 1.4408 1.4685 -1.2155
N 0.1228 -2.3515 -1.6447
H 1.2441 -0.0792 0.9347
C -0.6948 -0.9695 0.4154
H -1.7096 -0.5817 0.2723
C 0.4826 1.0472 -0.8198
N -0.2603 1.4186 0.9288
C -0.2772 -1.7760 -0.7261
H -0.2784 1.3461 -1.5674
H -0.7149 -1.5953 1.3186
*
```

* LUMO energy: 0.0190 hartree

Computed, not measured: a single C4H6N2 molecule, with the ωB97M-V functional and the def2-TZVPD basis.

Structure (ORCA input):
```
! wB97M-V def2-TZVPD RIJCOSX def2/J DEFGRID3
* xyz 0 1
H 2.1203 -0.2424 0.7830
N -1.0572 -0.7304 -0.2220
N -1.9797 0.1761 -0.5950
H -1.7695 2.3144 -0.6838
C -0.0510 1.1695 0.0943
H 1.3074 -1.8067 1.0179
H 1.8036 -1.2780 -0.6058
H -1.1880 -1.7270 -0.3481
C -1.3538 1.3453 -0.4023
C 0.1252 -0.1877 0.1499
C 1.3959 -0.9400 0.3565
H 0.6466 1.9069 0.4556
*
```

* LUMO energy: 0.0355 hartree

Computed, not measured: 2 unconnected molecules or ions with the total composition C4H6N2, with the ωB97M-V functional and the def2-TZVPD basis.

Structure (ORCA input):
```
! wB97M-V def2-TZVPD RIJCOSX def2/J DEFGRID3
* xyz 0 1
C 0.4657 1.4775 -0.9484
H 0.3689 0.6294 -1.6312
H 0.5967 2.4434 -1.4322
H -2.2554 -1.8110 -0.1123
C 0.8212 1.2958 0.4434
C -1.5221 -1.3298 0.5242
H 1.4843 -1.3257 -0.3260
H -1.7835 -0.4978 1.1695
H 1.5242 1.0793 1.2398
C -0.2473 -1.5901 0.4015
N -0.4090 1.4720 0.2922
N 0.9562 -1.8431 0.3797
*
```

* LUMO energy: 0.0376 hartree

Computed, not measured: a single C4H6N2 molecule in a non-equilibrium geometry, with the ωB97M-V functional and the def2-TZVPD basis.

Structure (ORCA input):
```
! wB97M-V def2-TZVPD RIJCOSX def2/J DEFGRID3
* xyz 0 1
N -4.1596 -0.1658 0.2083
H 1.0371 -0.3660 -0.7460
C -3.0402 -0.1642 -0.0767
H 0.6239 -1.4193 0.6122
H -0.8835 0.4027 1.5235
C -1.7074 -0.3086 -0.3853
N -0.6339 1.7108 -0.0434
C -0.5882 0.3652 0.4713
H -1.4465 -0.5616 -1.4065
C 0.7294 -0.3815 0.2994
H 1.5066 0.0897 0.8947
H -0.1060 1.7844 -0.9156
*
```

* LUMO energy (alpha / beta): -0.0315 / -0.0516 hartree

Computed, not measured: a single C4H6N2 molecule, with the ωB97M-V functional and the def2-TZVPD basis.

Structure (ORCA input):
```
! wB97M-V def2-TZVPD RIJCOSX def2/J DEFGRID3
* xyz 0 1
C -2.3484 -0.5138 0.2163
N -1.0935 -0.9190 -0.3816
H -2.8586 -0.0424 -0.6283
C -0.1353 -0.1942 -0.2185
H 2.7089 1.2850 0.0556
C 2.3451 -0.7714 -0.0345
H 3.4323 -0.8920 0.0912
N 2.0544 0.5070 0.0063
C 0.6874 0.8413 -0.1658
H 0.3547 1.8177 -0.4997
H -2.2106 0.2418 1.0000
H -2.9364 -1.3603 0.5589
*
```

* LUMO energy: 0.0248 hartree

Computed, not measured: a single C4H6N2 molecule, with the ωB97M-V functional and the def2-TZVPD basis.

Structure (ORCA input):
```
! wB97M-V def2-TZVPD RIJCOSX def2/J DEFGRID3
* xyz 0 1
H 2.4249 0.2479 0.9724
C 0.5499 0.0099 -0.0503
H 2.6302 -0.1285 -0.6783
C -1.7187 -0.6690 0.0673
H 0.0982 -1.9207 0.2767
C -2.0268 0.6026 -0.1686
C 0.8661 1.2247 -0.3749
H -3.1212 0.7024 -0.2492
H 0.8097 2.2852 -0.2276
N 2.0096 0.2361 0.0408
H -2.2639 -1.6110 0.1933
N -0.2583 -0.9795 0.1985
*
```

* LUMO energy: 0.0003 hartree

Computed, not measured: a single C4H6N2O molecule in a non-equilibrium geometry, with the ωB97M-V functional and the def2-TZVPD basis.

Structure (ORCA input):
```
! wB97M-V def2-TZVPD RIJCOSX def2/J DEFGRID3
* xyz 0 1
O 0.1723 -0.5666 1.3767
H -2.1381 -0.0516 -0.1999
H -0.6394 -0.6389 -0.9210
H -0.9784 1.0709 1.5388
C -0.3217 0.6334 0.7839
H 2.6154 -1.2921 -0.4654
C -1.1182 0.2359 -0.4719
N 1.9351 -0.6248 -0.1073
C 1.1798 -1.1890 0.7335
C -1.1753 1.2700 -1.5045
H 0.4856 1.3332 0.5545
H 1.2000 -2.2405 1.0294
N -1.2170 2.0601 -2.3468
*
```

* LUMO energy: 0.0255 hartree

Computed, not measured: a molecular structure, C4H6N2O in a non-equilibrium geometry, with the ωB97M-V functional and the def2-TZVPD basis.

Structure (ORCA input):
```
! wB97M-V def2-TZVPD RIJCOSX def2/J DEFGRID3
* xyz 0 1
H -1.1626 1.9306 -0.5156
H 1.2491 2.2003 0.0345
H 1.1744 -1.8711 1.0095
H 2.5537 0.0061 -0.2207
C 0.7923 1.1638 -0.0081
H -2.9688 0.5838 0.0938
C 1.4407 0.0301 0.0738
O -0.5480 -1.2318 0.0525
C 0.8414 -1.3561 0.0516
N -2.5248 -0.3382 0.0097
H 1.0419 -1.9820 -0.8482
N -0.6290 1.0428 0.2461
C -1.2605 -0.1783 0.0212
*
```

* LUMO energy: 0.0167 hartree

Computed, not measured: a single C4H6N2O molecule, with the ωB97M-V functional and the def2-TZVPD basis.

Structure (ORCA input):
```
! wB97M-V def2-TZVPD RIJCOSX def2/J DEFGRID3
* xyz 0 1
N -1.0265 -1.9450 -0.3009
C 0.1096 -1.1592 -0.3085
H 2.0155 0.5984 1.1394
O 0.4378 1.3100 0.0007
C 1.8297 1.1394 0.2038
H 2.2621 2.1388 0.2590
C -0.2362 0.1475 -0.0961
H -3.0657 -1.4036 -0.0204
N -1.5982 0.1668 0.0416
H 1.0911 -1.5832 -0.4695
H 2.2859 0.5892 -0.6278
H -2.1524 0.9883 0.2234
C -2.0212 -1.1296 -0.0912
*
```

* LUMO energy: 0.0321 hartree

E: -265.36635, -265.38769, -265.30987, -265.41266, -265.51240, -265.38861, -265.39988, -265.35301, -265.26998, -340.74118, -340.67538, -340.75280 (Ha)
ΔE to the lowest compared entry with this formula, charge and spin: 106.19, 92.80, 141.63, 77.13, 14.54, 92.22, 85.15, 114.56, 166.66, 33.72, 75.01, 26.43 (kcal/mol)